# 1
# C5H7ClO

A single C5H7ClO molecule at a distorted geometry (the ωB97M-V functional and the def2-TZVPD basis, the Open Molecules 2025 dataset).

The geometry in XYZ format:
```
14
C5H7ClO the ωB97M-V functional and the def2-TZVPD basis
C -1.534 2.534 0.359
C -0.671 1.430 0.224
C -0.021 0.476 0.040
C 0.718 -1.187 0.208
C 1.243 -1.655 -1.181
O -0.291 -1.970 0.696
Cl 2.054 -1.003 1.437
H -0.941 3.291 1.006
H -1.664 3.037 -0.583
H -2.482 2.275 0.797
H 2.154 -1.233 -1.717
H 1.442 -2.741 -0.965
H 0.414 -1.359 -1.970
H -0.419 -1.895 1.648
```

## Properties
energy relative to the best compared isomer or geometry (same formula, charge and spin): 297.7 kJ/mol
E: -730.0204 a.u.
LUMO level: 0.768 eV
SMILES: CC#C[C@](C)(O)Cl
maximum force: 8.1 eV/Å
HOMO energy: -9.6 eV

Here are the natural (NBO) charges for atoms 1 to 6, given in e: number 1, C, carries -0.686; number 2, C, carries -0.053; number 3, C, carries -0.094; number 4, C, carries 0.335; number 5, C, carries -0.674; number 6, O, carries -0.700


# 2
# C5H7F3O3S

A single C5H7F3O3S molecule at a distorted geometry (the ωB97M-V functional and the def2-TZVPD basis, the Open Molecules 2025 dataset).

The geometry in XYZ format:
```
19
C5H7F3O3S the ωB97M-V functional and the def2-TZVPD basis
C -1.132 2.385 1.583
C -0.219 1.385 0.957
C 1.206 1.290 1.460
C -0.627 0.514 -0.047
O 0.238 -0.455 -0.588
S -0.478 -1.653 -1.519
O -1.506 -2.308 -0.667
O -1.120 -1.011 -2.688
C 0.874 -2.820 -1.981
F 1.835 -3.028 -0.975
F 1.630 -2.413 -3.027
F 0.347 -4.074 -2.274
H -0.856 3.361 1.224
H -2.187 2.163 1.321
H -1.035 2.290 2.673
H 1.907 0.731 0.808
H 1.617 2.300 1.641
H 1.181 0.782 2.457
H -1.675 0.559 -0.357
```

## Properties
energy relative to the best compared isomer or geometry (same formula, charge and spin): 30.4 kJ/mol
E: -1118.1312 a.u.
LUMO level: 0.198 eV
SMILES: CC(C)=COS(=O)(=O)C(F)(F)F
maximum force: 7.8 eV/Å
HOMO energy: -9.2 eV

Here are the natural (NBO) charges for atoms 1 to 6, given in e: number 1, C, carries -0.634; number 2, C, carries -0.002; number 3, C, carries -0.656; number 4, C, carries 0.063; number 5, O, carries -0.671; number 6, S, carries 2.169


# 3
# C5H7F5O4

C5H7F5O4 as an isolated structure at a distorted geometry (the ωB97M-V functional and the def2-TZVPD basis, the Open Molecules 2025 dataset).

The geometry in XYZ format:
```
21
C5H7F5O4 the ωB97M-V functional and the def2-TZVPD basis
C -0.845 0.867 -1.038
C -1.441 -0.948 0.702
C -0.595 0.277 0.352
C 1.167 -0.387 0.323
C 2.196 0.688 -0.065
O -0.937 -0.085 -2.043
O -2.673 -0.507 1.201
O -0.574 1.228 1.292
O 0.991 -1.370 -0.457
F 1.347 -0.669 1.664
F 1.988 1.863 0.531
F 2.149 0.901 -1.388
F 3.431 0.298 0.234
F 2.302 -2.265 -0.814
H -1.824 1.359 -0.988
H -0.108 1.650 -1.252
H -0.970 -1.516 1.510
H -1.535 -1.588 -0.180
H -0.071 -0.474 -2.230
H -3.224 -0.187 0.477
H -0.775 0.865 2.170
```

## Properties
energy relative to the best compared isomer or geometry (same formula, charge and spin): 290.4 kJ/mol
E: -994.8574 a.u.
LUMO level (spin up / spin down): -1.800 / -1.791 eV
maximum force: 2.3 eV/Å
HOMO energy (spin up / spin down): -10.6 / -10.6 eV

Here are the natural (NBO) charges for atoms 1 to 6, given in e: number 1, C, carries -0.123; number 2, C, carries -0.142; number 3, C, carries 0.379; number 4, C, carries 0.470; number 5, C, carries 0.922; number 6, O, carries -0.706


# 4
# C5H7FN2

A single C5H7FN2 molecule at a distorted geometry (the ωB97M-V functional and the def2-TZVPD basis, the Open Molecules 2025 dataset).

The geometry in XYZ format:
```
15
C5H7FN2 the ωB97M-V functional and the def2-TZVPD basis
C 0.111 -2.215 -0.551
C 0.028 -0.947 0.211
N -1.076 -0.336 0.315
C -1.048 1.057 0.616
C -0.104 1.797 -0.312
N 1.267 1.276 -0.123
C 1.369 0.121 0.363
F 2.491 -0.261 0.857
H 0.381 -3.000 0.070
H 0.672 -2.222 -1.496
H -0.902 -2.423 -0.705
H -0.860 1.095 1.729
H -2.138 1.309 0.512
H -0.232 1.878 -1.454
H 0.042 2.870 -0.032
```

## Properties
energy relative to the best compared isomer or geometry (same formula, charge and spin): 226.1 kJ/mol
E: -404.0207 a.u.
LUMO level: 0.836 eV
SMILES: CC1=NCCN=C1F
maximum force: 4.3 eV/Å
HOMO energy: -9.1 eV

Here are the natural (NBO) charges for atoms 1 to 6, given in e: number 1, C, carries -0.675; number 2, C, carries 0.244; number 3, N, carries -0.406; number 4, C, carries -0.292; number 5, C, carries -0.275; number 6, N, carries -0.465


Look up the maximum force of the third one. 2.3 eV/Å


What is the formula in the third record? C5H7F5O4


Which value of E does entry 4 give? -404.0207 a.u.